No. 1
DFT (wB97M-V/def2-TZVPD) results for C3H3ClNO as an isolated structure at a distorted geometry.

Each line ends with the Mulliken charge.
Atoms and positions in Å:
C 0.570 0.841 -0.318  -0.176
C 0.835 -0.448 -0.648  -0.228
C -0.684 0.365 0.294  -0.011
N -0.299 -0.962 -0.071  0.576
O -0.731 -1.998 0.218  -0.330
Cl -2.249 0.974 -0.041  -0.034
H 1.141 1.729 -0.359  0.429
H 1.744 -0.823 -0.836  0.448
H -0.326 0.322 1.762  0.325

Atoms 1-6, force components in eV/Å:
C -0.94 -2.22 -0.61
C 0.54 2.03 -0.30
C -1.16 3.11 6.72
N 0.38 -0.37 -0.47
O -0.42 -1.16 -0.08
Cl 0.21 -0.26 -0.01

As for the HOMO energy: -16.01 eV. For the largest force on an atom, the calculation gives 7.5 eV Å⁻¹. As for the spin multiplicity: 1. The value obtained for the molecular weight is 104.52 g mol⁻¹. The energy above the lowest of the compared OMol25 structures with the same formula, charge and spin is 362.75 kJ/mol. For the orbital gap, the calculation gives 8.29 eV. The calculation puts the total energy at -705.794005 Ha. The charge is +1.

No. 2
DFT (wB97M-V/def2-TZVPD) results for C11H11ClN2O2Ti as an isolated structure at a distorted geometry.

Each line ends with the Mulliken charge.
Atoms and positions in Å:
Cl -4.123 0.016 -0.913  -0.335
C 0.465 -2.037 -1.423  -0.731
C 1.532 -1.169 -0.930  -0.621
C 1.334 0.136 -1.554  -0.525
H 2.316 -1.445 -0.231  0.784
C 0.138 0.044 -2.387  0.801
C -0.314 -1.305 -2.354  -0.082
H -1.261 -1.627 -2.833  0.454
H 0.331 -3.080 -1.145  0.578
H 1.936 1.036 -1.410  0.436
C -0.432 1.163 -3.195  -1.292
Ti -0.073 -0.294 -0.033  0.704
C -1.361 1.708 -0.125  0.292
O -1.779 2.764 0.092  -0.132
C -1.794 -1.716 0.791  0.290
O -2.434 -2.405 1.468  -0.122
H -0.365 2.135 -2.693  0.348
H -1.490 0.991 -3.431  0.401
H 0.121 1.261 -4.143  0.345
N 0.312 0.722 3.740  0.028
C 1.662 0.431 3.461  -0.679
C 1.752 0.059 2.158  -0.189
N 0.443 0.145 1.689  -0.023
C -0.413 0.535 2.645  -0.302
H -0.036 1.024 4.633  0.246
H 2.473 0.490 4.149  0.409
H 2.534 -0.259 1.444  0.448
H -1.475 0.676 2.530  0.469

Atoms 1-6, force components in eV/Å:
Cl 1.74 -0.12 0.45
C 0.91 0.48 -0.21
C 0.12 0.23 -1.60
C -0.26 -1.19 -0.72
H 0.02 -0.14 -0.36
C 1.57 0.37 0.12

As for the HOMO energy (alpha / beta): -15.31 / -15.31 eV. For the largest force on an atom, the calculation gives 5.9 eV Å⁻¹. As for the spin multiplicity: 1. The value obtained for the molecular weight is 286.54 g mol⁻¹. The energy above the lowest of the compared OMol25 structures with the same formula, charge and spin is 372.34 kJ/mol. For the orbital gap (alpha / beta), the calculation gives 4.67 / 4.68 eV. The calculation puts the total energy at -1994.709277 Ha. The charge is +2.

No. 3
DFT (wB97M-V/def2-TZVPD) results for a 7-piece molecular cluster, C39H78Br2IN2O11P2 overall at a distorted geometry.

Each line ends with the Mulliken charge.
Atoms and positions in Å:
C -7.828 -0.673 -5.503  -1.036
C -6.360 -0.262 -4.984  -0.291
C -6.228 -0.526 -3.403  0.208
O -5.317 -1.629 -3.089  -0.455
C -4.105 -1.086 -2.478  -0.395
C -4.279 -0.763 -0.936  -0.592
N -3.460 0.422 -0.426  0.174
P -3.723 1.940 -1.353  -0.003
P -2.048 2.540 -2.589  0.976
O -1.886 1.578 -3.782  -0.586
O -0.599 2.814 -1.750  -0.446
O -2.483 4.044 -3.292  -0.504
C -2.085 0.086 0.022  -1.126
I -0.663 -0.670 -1.418  0.246
C -2.245 -1.103 1.136  -0.647
N -1.865 -0.531 2.469  -0.275
C -0.478 -0.906 2.851  -0.155
C -0.133 -0.458 4.361  -0.735
O -3.572 -1.609 1.293  -0.587
C -4.217 -2.032 0.064  2.469
C -3.362 -3.275 -0.480  -0.877
C -4.246 -4.368 -1.299  -0.656
C -5.672 -2.642 0.390  -1.066
Br -7.325 -2.252 -0.629  0.007
C -5.893 -3.572 1.442  -0.151
C -7.361 -4.165 1.748  -1.243
Br -4.479 -4.271 2.611  -0.059
H -7.778 -1.750 -5.883  0.266
H -8.608 -0.666 -4.667  0.301
H -8.207 0.049 -6.303  0.316
H -5.528 -0.777 -5.580  0.292
H -6.267 0.862 -5.192  0.146
H -5.904 0.460 -2.934  -0.023
H -7.280 -0.727 -2.992  0.008
H -3.288 -1.827 -2.747  0.095
H -3.869 -0.172 -3.139  0.294
H -5.347 -0.337 -0.837  0.651
H -3.975 0.677 0.453  0.597
H -3.812 3.008 -0.369  0.153
H -0.139 3.500 -2.297  0.331
H -3.382 3.918 -3.689  0.321
H -1.626 1.033 0.480  0.741
H -1.456 -1.914 0.946  0.671
H -2.035 0.479 2.499  0.347
H -0.448 -2.055 2.857  0.196
H 0.314 -0.581 2.095  0.150
H 0.878 0.055 4.399  0.122
H -0.150 -1.403 5.010  0.263
H -0.979 0.218 4.720  0.319
H -2.870 -3.889 0.356  0.460
H -2.510 -3.008 -1.177  0.259
H -4.715 -5.097 -0.546  -0.026
H -3.505 -5.012 -1.895  0.409
H -5.035 -3.896 -1.959  0.102
H -8.085 -3.310 1.938  0.404
H -7.645 -4.749 0.803  0.338
H -7.341 -4.857 2.659  0.326
C -3.349 4.727 -8.227  -0.539
C -2.845 5.602 -7.098  -0.437
C -4.074 5.717 -6.217  -0.399
O -4.819 4.502 -6.381  -0.398
C -4.281 3.778 -7.498  -0.360
H -2.557 4.211 -8.770  0.341
H -3.916 5.333 -8.941  0.276
H -2.045 5.085 -6.558  0.199
H -2.465 6.569 -7.427  0.352
H -4.713 6.548 -6.533  0.297
H -3.823 5.854 -5.162  0.208
H -3.738 2.911 -7.106  0.217
H -5.096 3.421 -8.131  0.265
C -6.476 -8.878 1.342  -0.610
C -5.187 -8.147 1.647  0.242
C -4.325 -8.516 0.455  -0.484
O -5.212 -8.704 -0.654  -0.414
C -6.560 -8.749 -0.167  -0.383
H -7.348 -8.467 1.853  0.330
H -6.381 -9.932 1.622  0.296
H -5.366 -7.067 1.659  -0.414
H -4.737 -8.429 2.601  0.396
H -3.794 -9.458 0.625  0.327
H -3.592 -7.742 0.212  0.256
H -7.053 -7.814 -0.458  0.195
H -7.091 -9.581 -0.632  0.293
C 4.182 1.161 1.809  -0.342
C 4.664 2.037 2.944  -0.255
C 3.418 2.162 3.799  -0.649
O 2.671 0.949 3.622  -0.291
C 3.230 0.219 2.519  -0.205
H 4.985 0.641 1.285  0.208
H 3.634 1.768 1.079  0.224
H 5.450 1.519 3.503  0.019
H 5.056 3.002 2.619  0.370
H 2.788 2.995 3.466  0.323
H 3.647 2.301 4.858  0.295
H 3.761 -0.648 2.926  0.183
H 2.428 -0.137 1.868  0.054
C 8.794 1.456 -1.521  -0.544
C 9.279 2.332 -0.386  -0.542
C 8.033 2.457 0.469  -0.031
O 7.286 1.243 0.293  -0.282
C 7.843 0.513 -0.809  -0.593
H 9.596 0.934 -2.046  0.343
H 8.246 2.062 -2.250  0.266
H 10.065 1.814 0.173  0.298
H 9.670 3.297 -0.710  0.262
H 7.405 3.289 0.137  0.006
H 8.263 2.596 1.527  0.202
H 8.374 -0.354 -0.403  0.329
H 7.040 0.158 -1.458  0.268
C 5.602 -1.943 6.911  -0.669
C 5.849 -0.941 5.804  0.034
C 6.902 -1.645 4.971  -0.385
O 6.666 -3.052 5.109  -0.418
C 5.730 -3.263 6.174  -0.442
H 4.636 -1.824 7.405  0.342
H 6.387 -1.860 7.669  0.289
H 4.935 -0.805 5.216  -0.212
H 6.173 0.038 6.162  0.409
H 7.910 -1.435 5.343  0.300
H 6.857 -1.367 3.915  0.184
H 4.775 -3.562 5.727  0.247
H 6.081 -4.071 6.818  0.304
C 7.523 7.528 0.958  -0.561
C 8.302 7.505 2.256  -0.561
C 8.397 6.018 2.539  -0.482
O 8.412 5.353 1.268  -0.220
C 8.057 6.298 0.249  -0.455
H 7.658 8.444 0.381  0.339
H 6.455 7.406 1.164  0.270
H 9.302 7.920 2.096  0.262
H 7.826 8.063 3.064  0.333
H 7.523 5.662 3.094  0.253
H 9.296 5.755 3.101  0.291
H 8.962 6.531 -0.322  0.275
H 7.324 5.852 -0.427  0.281

Atoms 1-6, force components in eV/Å:
C 0.30 -0.47 0.00
C -0.73 0.54 -0.02
C -0.84 0.61 -0.89
O 0.28 1.95 1.18
C 0.37 -0.09 -2.06
C -2.56 -0.69 -0.97

As for the HOMO energy: -10.63 eV. For the largest force on an atom, the calculation gives 5.8 eV Å⁻¹. As for the spin multiplicity: 1. The value obtained for the molecular weight is 1099.72 g mol⁻¹. For the orbital gap, the calculation gives 6.84 eV. The calculation puts the total energy at -8597.900088 Ha. The charge is +1.

No. 4
DFT (wB97M-V/def2-TZVPD) results for a 2-piece molecular cluster, C4H12N2O overall.

Each line ends with the Mulliken charge.
Atoms and positions in Å:
N -0.055 2.053 2.474  -0.656
C -0.326 0.750 1.884  0.113
O 0.881 0.014 1.864  -0.570
H -0.677 2.220 3.255  0.246
H 0.885 2.039 2.854  0.215
H -1.081 0.202 2.464  0.184
H -0.709 0.871 0.864  0.085
C 0.441 0.420 -2.034  -1.145
C -0.093 -0.837 -1.413  0.835
C -1.370 -1.200 -1.493  -1.039
N 0.852 -1.576 -0.686  -0.598
H -0.259 0.821 -2.760  0.356
H 0.607 1.180 -1.262  0.253
H 1.392 0.243 -2.533  0.359
H -1.751 -2.078 -0.991  0.268
H -2.091 -0.579 -2.003  0.280
H 1.815 -1.455 -0.959  0.219
H 0.636 -2.557 -0.583  0.175
H 0.904 -0.530 1.058  0.420

Atoms 1-6, force components in eV/Å:
N -0.10 -0.01 0.16
C 0.08 -0.07 -0.03
O -0.01 -0.02 -0.15
H 0.01 0.04 -0.01
H 0.01 -0.02 -0.11
H -0.03 0.07 -0.02

As for the HOMO energy: -8.68 eV. For the largest force on an atom, the calculation gives 0.3 eV Å⁻¹. As for the spin multiplicity: 1. The SMILES is C=C(C)N.NCO. The value obtained for the molecular weight is 104.15 g mol⁻¹. The energy above the lowest of the compared OMol25 structures with the same formula, charge and spin is 143.82 kJ/mol. For the orbital gap, the calculation gives 9.58 eV. The calculation puts the total energy at -344.330246 Ha.